Record 1
Entry from the OMol25 dataset: a structure of composition C19H25N5O6S2 (ωB97M-V with the def2-TZVPD basis set).

Relative energy (zero: lowest compared OMol25 entry of this formula, charge and spin) = 456.3 kcal/mol
Charge = 0

Geometry (Å):
1 C 0.456 3.657 -0.357
2 C 1.096 4.564 -1.361
3 H 0.566 5.388 -1.511
4 H 1.390 4.160 -2.359
5 O 2.371 5.140 -0.949
6 C 3.580 4.577 -1.161
7 O 3.679 3.927 -2.011
8 C 4.792 4.885 -0.444
9 H 4.471 5.194 0.572
10 H 5.217 5.766 -0.829
11 S 6.112 3.450 -0.121
12 C 5.002 2.275 0.176
13 N 3.497 2.614 0.396
14 N 3.095 1.211 0.861
15 C 4.028 0.386 0.537
16 N 5.224 1.095 0.425
17 C 6.350 0.532 0.070
18 H 7.104 1.217 -0.368
19 H 6.901 -0.072 0.960
20 H 6.380 -0.462 -0.468
21 C 3.895 -1.055 0.797
22 N 2.585 -1.353 1.223
23 C 1.952 -2.514 0.508
24 O 2.625 -3.215 -0.012
25 C 0.519 -2.753 0.371
26 C -0.324 -3.341 -0.420
27 C -1.736 -3.288 -0.397
28 C -2.273 -3.043 0.722
29 C -1.627 -2.088 1.804
30 C -0.351 -1.986 1.696
31 H 0.267 -1.603 2.406
32 H -2.219 -1.782 2.401
33 S -4.110 -3.122 0.804
34 O -4.485 -4.327 0.434
35 O -4.587 -2.421 1.982
36 N -4.455 -2.343 -0.488
37 C -4.568 -0.793 -0.491
38 H -3.773 -0.443 0.632
39 C -5.884 -0.344 0.279
40 H -5.850 0.740 0.422
41 O -7.100 -0.697 -0.433
42 C -6.828 -2.099 -0.469
43 H -7.755 -2.323 -1.331
44 C -5.681 -2.485 -1.355
45 H -5.473 -3.737 -1.420
46 H -5.722 -2.265 -2.382
47 H -7.205 -2.582 0.289
48 H -6.211 -0.684 1.265
49 H -4.358 -0.338 -1.357
50 H -2.042 -3.970 -1.036
51 H 0.316 -3.774 -1.258
52 H 1.886 -0.660 1.335
53 H 4.103 -1.812 -0.036
54 H 4.308 -1.307 1.859
55 H 1.011 2.846 -0.113
56 H -0.404 3.252 -0.697
57 H 0.242 4.203 0.408

---

Record 2
Entry from the OMol25 dataset: a structure of composition C22H35CdN2P (ωB97M-V with the def2-TZVPD basis set).

Relative energy (zero: lowest compared OMol25 entry of this formula, charge and spin) = 0.0 kcal/mol
Charge = 0

Geometry (Å):
1 C -1.637 -3.264 -3.853
2 C -0.268 -3.027 -3.736
3 C 0.212 -2.014 -2.874
4 C -0.703 -1.382 -2.049
5 C -2.072 -1.598 -2.141
6 C -2.542 -2.569 -3.050
7 C 1.695 -1.692 -2.957
8 C 2.195 -0.267 -2.631
9 N 1.110 0.716 -2.394
10 Cd 0.226 -0.019 -0.501
11 C -3.076 -0.893 -1.246
12 P -2.384 0.630 -0.462
13 H 0.449 -3.579 -4.352
14 H -3.616 -2.769 -3.087
15 H -2.005 -3.996 -4.573
16 H -3.408 -1.550 -0.424
17 H -3.972 -0.610 -1.818
18 H 2.266 -2.382 -2.307
19 H 2.035 -1.895 -3.990
20 H 2.817 -0.279 -1.722
21 C -3.556 0.945 0.912
22 C -2.882 1.869 -1.721
23 H 2.822 0.104 -3.463
24 C 0.196 0.853 -3.569
25 C 1.653 2.055 -2.036
26 H 0.458 2.148 1.868
27 H 0.333 1.841 -4.039
28 H 0.397 0.072 -4.312
29 H -0.851 0.782 -3.249
30 H 1.770 2.675 -2.941
31 H 0.946 2.562 -1.352
32 H 2.626 1.958 -1.537
33 H -3.971 2.022 -1.676
34 H -2.370 2.814 -1.489
35 H -2.602 1.550 -2.734
36 H -4.602 0.889 0.567
37 H -3.387 0.202 1.708
38 H -3.356 1.950 1.315
39 H 0.545 1.856 1.135
40 C 2.789 -0.546 4.567
41 N 3.142 -1.305 3.410
42 C 4.274 -2.172 3.490
43 C 2.458 -1.086 2.146
44 C 1.211 -1.933 1.974
45 C 1.026 -3.039 2.833
46 C -0.081 -3.880 2.698
47 C -1.014 -3.625 1.690
48 C -0.814 -2.517 0.843
49 C 0.268 -1.666 0.981
50 H 3.671 -0.438 5.213
51 H 1.995 -1.040 5.155
52 H 2.414 0.443 4.265
53 H 4.066 -3.050 4.127
54 H 4.537 -2.523 2.484
55 H 5.128 -1.640 3.942
56 H 2.210 -0.013 2.072
57 H 3.189 -1.324 1.349
58 H 1.773 -3.219 3.611
59 H -0.208 -4.725 3.376
60 H -1.885 -4.262 1.531
61 H -1.544 -2.360 0.049

---

Record 3
Entry from the OMol25 dataset: a structure of composition C27H25HfN6O3S3 (ωB97M-V with the def2-TZVPD basis set).

Electronic energy = -77279.0010 eV
Charge = +3

Geometry (Å):
1 Hf 0.374 -0.898 -0.389
2 O -2.380 5.089 -2.085
3 C -2.894 4.001 -2.813
4 C -2.153 2.770 -2.389
5 C -2.690 1.488 -2.495
6 C -1.973 0.425 -2.001
7 N -0.737 0.564 -1.483
8 C -0.167 1.797 -1.447
9 C -0.870 2.909 -1.854
10 C 1.245 1.861 -0.987
11 C 1.935 3.051 -0.907
12 C 3.298 3.057 -0.605
13 C 4.036 4.354 -0.543
14 O 3.102 5.398 -0.518
15 C 3.927 1.827 -0.404
16 C 3.173 0.681 -0.440
17 N 1.847 0.674 -0.694
18 H -2.855 5.896 -2.312
19 H -2.737 4.127 -3.894
20 H -3.969 3.865 -2.661
21 H -3.666 1.320 -2.930
22 H -2.383 -0.577 -1.991
23 H -0.467 3.907 -1.775
24 H 1.449 4.000 -1.078
25 H 4.682 4.402 -1.432
26 H 4.693 4.356 0.334
27 H 3.555 6.247 -0.491
28 H 4.989 1.774 -0.203
29 H 3.625 -0.285 -0.254
30 O -0.954 -1.802 0.544
31 C -0.790 -1.245 1.854
32 C -1.047 0.251 1.693
33 C -0.156 1.303 1.714
34 C -0.800 2.552 1.504
35 C -2.141 2.419 1.327
36 S -2.659 0.791 1.405
37 C -1.737 -1.884 2.832
38 C -2.157 -1.416 4.042
39 C -3.022 -2.330 4.698
40 C -3.242 -3.455 3.969
41 S -2.412 -3.428 2.473
42 C 0.679 -1.451 2.244
43 C 1.657 -2.048 1.446
44 C 2.928 -2.077 2.100
45 C 2.886 -1.508 3.328
46 S 1.322 -0.932 3.736
47 H 0.880 1.232 2.016
48 H -0.289 3.505 1.516
49 H -2.866 3.206 1.176
50 H -1.864 -0.460 4.457
51 H -3.465 -2.147 5.666
52 H -3.860 -4.304 4.214
53 H 1.426 -2.742 0.629
54 H 3.813 -2.540 1.687
55 H 3.687 -1.411 4.046
56 N -1.064 -6.194 -1.760
57 C -0.173 -5.862 -2.685
58 N 0.175 -6.716 -3.627
59 N 0.415 -4.660 -2.708
60 C 0.452 -3.546 -2.195
61 N 0.590 -2.429 -1.799
62 H -1.496 -7.105 -1.750
63 H -1.351 -5.539 -1.054
64 H -0.217 -7.644 -3.678
65 H 0.863 -6.462 -4.318